Record 1
Formula: C32H34CoN6OS3
Source: the Open Molecules 2025 dataset
Level of theory: ωB97M-V with the def2-TZVPD basis set

Its net charge is -2. The frontier orbital gap (alpha / beta) comes out at 0.218 / 0.218 hartree. Its total energy is -4221.011447 Eh. Its energy above the lowest of the compared OMol25 structures with the same formula, charge and spin is 0.6 kcal/mol. The HOMO energy (alpha / beta) is -1.78 / -1.76 eV. The expectation value of S² is 3.7588. Its lowest unoccupied orbital energy (alpha / beta) is 4.16 / 4.16 eV. Its multiplicity is 4.

Cartesian coordinates (Å):
Co  -0.48050  1.49082  0.52271
S  -1.45455  3.35766  2.35471
C  -2.03340  1.83460  2.86225
C  -2.61742  1.56847  4.12524
C  -3.07149  0.31037  4.41846
C  -2.96867  -0.71112  3.46660
C  -2.37645  -0.39559  2.26520
N  -1.91776  0.82278  1.97093
H  -2.68791  2.37891  4.83718
H  -3.51228  0.10771  5.38902
H  -3.32076  -1.71454  3.66032
H  -2.26450  -1.13133  1.47809
S  0.97234  1.02170  -2.96688
C  0.28910  2.55930  -2.70356
S  -0.80589  2.90010  -1.38036
C  0.58214  3.63067  -3.55793
C  1.41357  3.47112  -4.70309
N  2.09183  3.41322  -5.63757
C  0.06014  4.94497  -3.39057
N  -0.33494  6.02979  -3.33680
C  -0.48402  -2.08576  -4.66630
N  -0.71865  -2.48124  -3.26490
N  -1.42702  -1.49326  -2.56184
C  -0.74363  -1.06954  -1.44950
O  -1.20361  -0.25882  -0.64178
C  0.48214  -1.85351  -1.44037
C  0.46593  -2.63826  -2.52491
C  1.51516  -3.56512  -3.03127
C  -2.68893  -1.05244  -2.99646
C  -3.03659  0.28650  -2.83187
C  -4.28197  0.70708  -3.26891
C  -5.16525  -0.17605  -3.87775
C  -4.79925  -1.50346  -4.04802
C  -3.56336  -1.94804  -3.60174
H  -1.43982  -1.86921  -5.13798
H  -0.02548  -2.92658  -5.18464
H  0.15322  -1.19857  -4.72604
H  1.26255  -1.74661  -0.70859
H  2.25939  -3.72775  -2.25440
H  2.02384  -3.14888  -3.90297
H  1.08219  -4.52606  -3.31485
H  -2.34020  0.98334  -2.38155
H  -4.54838  1.74840  -3.14122
H  -6.12999  0.17133  -4.22632
H  -5.47919  -2.20240  -4.52003
H  -3.27227  -2.98542  -3.70854
C  -0.17741  -3.39010  2.22559
C  0.82413  -2.29642  2.49692
C  1.85353  -2.49648  3.42274
C  2.72953  -1.45117  3.66792
C  3.85548  -1.61949  4.65970
C  2.59277  -0.23299  3.01237
C  1.56640  0.02058  2.06347
C  0.70430  -1.08878  1.84960
N  1.33201  1.18087  1.38338
C  2.31712  2.27436  1.50402
C  3.71320  1.84371  1.00632
C  1.91733  3.41490  0.56725
C  2.34112  2.87840  2.92104
H  0.29180  -4.37638  2.26469
H  -0.63908  -3.27056  1.24407
H  -0.97818  -3.37565  2.97088
H  1.96119  -3.44606  3.93759
H  3.84185  -2.61615  5.10384
H  3.78282  -0.88860  5.46882
H  4.82757  -1.47573  4.18104
H  3.30462  0.53315  3.27204
H  -0.08847  -0.97546  1.12960
H  3.61108  1.46539  -0.01246
H  4.19877  1.07536  1.59919
H  4.37236  2.71616  0.97971
H  1.97481  3.11354  -0.47922
H  2.59715  4.25737  0.72471
H  0.90421  3.76164  0.76128
H  2.42193  2.13464  3.71278
H  1.40949  3.42215  3.08364
H  3.17713  3.57854  3.01624

Atoms 1-2, force components in eV/Å:
0.127 0.102 -0.236
0.037 -0.019 -0.039

Record 2
Formula: C5H14O3
Source: the Open Molecules 2025 dataset
Level of theory: ωB97M-V with the def2-TZVPD basis set

Its net charge is 0. The frontier orbital gap comes out at 0.134 hartree. Its total energy is -424.385124 Eh. Its energy above the lowest of the compared OMol25 structures with the same formula, charge and spin is 138.7 kcal/mol. The HOMO energy is -7.62 eV. Its lowest unoccupied orbital energy is -3.98 eV. Its multiplicity is 1.

Cartesian coordinates (Å):
C  0.19113  -1.86930  -0.25797
C  1.69618  -1.49164  -0.21072
C  1.29971  2.39282  -0.33930
O  -1.16077  1.76761  0.85334
C  1.50288  1.05265  -0.53245
C  1.95460  -0.06098  0.21991
H  -0.15881  -1.93925  0.82479
H  -0.40371  -1.06685  -0.70049
H  0.00289  -2.76233  -0.72689
H  2.36526  -2.16996  0.39686
H  1.89381  -1.76860  -1.26383
H  1.08139  2.82990  0.64418
H  1.14817  3.00649  -1.21872
H  -0.30647  1.95472  0.45243
H  1.26189  0.70474  -1.59338
H  2.22072  0.22926  1.29970
H  -2.46039  -0.69447  0.55978
H  -3.15164  -1.18687  1.93025
O  -2.32749  -1.18796  1.42934
H  -2.59977  0.95745  -1.15804
H  -1.61591  1.19918  0.20064
O  -2.43365  0.10338  -0.80942

Atoms 1-2, force components in eV/Å:
-0.774 2.695 4.168
2.116 -0.222 -0.050

Record 3
Formula: C24H21IrNO4PS
Source: the Open Molecules 2025 dataset
Level of theory: ωB97M-V with the def2-TZVPD basis set

Its net charge is +2. The frontier orbital gap comes out at 0.295 hartree. Its total energy is -2126.230615 Eh. Its energy above the lowest of the compared OMol25 structures with the same formula, charge and spin is 0.0 kcal/mol. The HOMO energy is -15.29 eV. Its lowest unoccupied orbital energy is -7.27 eV. Its multiplicity is 1.

Cartesian coordinates (Å):
Ir  0.09029  0.02185  0.56528
O  -0.83037  1.49108  -0.55572
C  -2.08551  1.12007  -1.18882
C  -2.41238  -0.31010  -0.86456
C  -3.59453  -0.87641  -1.30136
C  -3.85802  -2.20462  -1.00995
C  -2.92875  -2.93731  -0.28459
C  -1.76806  -2.31774  0.12259
N  -1.51561  -1.02731  -0.15953
H  -0.89745  2.30146  -0.02769
H  -1.92857  1.22161  -2.26247
H  -2.87471  1.80031  -0.87332
H  -4.30134  -0.27727  -1.86038
H  -4.78056  -2.66143  -1.34201
H  -3.09860  -3.97370  -0.03145
H  -1.00744  -2.83775  0.68879
O  1.45974  -0.96546  1.80440
S  2.32556  0.27907  1.94792
O  2.96810  0.45502  3.18705
O  1.30243  1.35204  1.50980
C  3.48491  0.23095  0.63415
C  4.78655  0.60695  0.91967
C  5.73861  0.55584  -0.09081
C  5.38772  0.11376  -1.35489
C  4.07863  -0.26304  -1.63028
C  3.10410  -0.18723  -0.63981
P  1.44377  -0.75374  -1.04861
C  0.91055  -0.05143  -2.60833
C  -0.19953  -0.61968  -3.24515
C  -0.68643  -0.05682  -4.41259
C  -0.08414  1.08189  -4.93866
C  1.00255  1.65935  -4.29733
C  1.50223  1.09777  -3.13099
C  1.52023  -2.53753  -1.21698
C  1.61588  -3.36006  -0.08707
C  1.78200  -4.72550  -0.24480
C  1.86594  -5.27820  -1.51638
C  1.78852  -4.46547  -2.63755
C  1.61518  -3.09785  -2.49565
H  5.05102  0.91720  1.92135
H  6.75733  0.84939  0.12140
H  6.13373  0.05264  -2.13550
H  3.82349  -0.62391  -2.61939
H  -0.66131  -1.51602  -2.84704
H  -1.52640  -0.51142  -4.92146
H  -0.46056  1.51526  -5.85571
H  1.46875  2.54420  -4.70871
H  2.34651  1.55826  -2.63474
H  1.57056  -2.94344  0.90678
H  1.85594  -5.35901  0.62871
H  2.00205  -6.34509  -1.63256
H  1.86859  -4.89352  -3.62748
H  1.57682  -2.47687  -3.37953

Atoms 1-2, force components in eV/Å:
0.702 0.533 -0.294
-0.293 -0.239 0.262

Record 4
Formula: C28H24ClN5O4PPtS
Source: the Open Molecules 2025 dataset
Level of theory: ωB97M-V with the def2-TZVPD basis set

Its net charge is +3. The frontier orbital gap (alpha / beta) comes out at 0.279 / 0.183 hartree. Its total energy is -2973.999180 Eh. Its energy above the lowest of the compared OMol25 structures with the same formula, charge and spin is 17.8 kcal/mol. The HOMO energy (alpha / beta) is -16.97 / -17.09 eV. The expectation value of S² is 6.0525. Its lowest unoccupied orbital energy (alpha / beta) is -9.37 / -12.10 eV. Its multiplicity is 5.

Cartesian coordinates (Å):
Pt  0.14090  0.55060  -0.16014
O  1.23252  1.82597  1.32406
C  2.17986  1.53784  2.05997
C  2.65747  0.23468  2.45121
C  3.67250  0.16973  3.38556
C  4.09974  -1.06297  3.88236
C  3.53582  -2.26968  3.45767
C  2.55862  -2.24775  2.50189
C  2.07541  -1.00015  1.94487
O  1.18725  -1.04414  1.06517
N  5.18782  -1.07894  4.89982
O  5.74406  -0.01856  5.07828
O  5.39693  -2.14026  5.42976
H  2.73154  2.37868  2.50386
H  4.13976  1.07389  3.76131
H  3.88508  -3.20137  3.88483
H  2.10145  -3.16010  2.13999
C  -3.88466  4.33716  0.63066
C  -3.53625  3.04758  1.25665
N  -4.18053  2.46634  2.21687
N  -3.54277  1.29963  2.45179
C  -2.51330  1.11108  1.63694
S  -1.50909  -0.24765  1.49047
N  -2.47426  2.22698  0.87553
N  -1.47009  2.44315  -0.06502
H  -4.58633  4.85883  1.27761
H  -4.38711  4.17506  -0.32607
H  -3.01395  4.97129  0.46401
H  -3.88625  0.67328  3.16856
H  -0.88067  3.22201  0.22061
H  -1.87923  2.65078  -0.97226
Cl  2.78223  0.16412  -1.18358
C  2.46292  -0.38761  -2.79328
C  3.40081  -1.16831  -3.44244
C  3.17940  -1.52195  -4.76583
C  2.04158  -1.08539  -5.42965
C  1.08436  -0.34486  -4.75554
C  1.27333  -0.00769  -3.41447
P  -0.02454  0.89840  -2.50716
C  -1.55303  0.34136  -3.26961
C  -2.53672  1.20839  -3.75365
C  -3.61554  0.69116  -4.44921
C  -3.73593  -0.68370  -4.63305
C  -2.77990  -1.55362  -4.11741
C  -1.70329  -1.04932  -3.41477
C  0.30592  2.63810  -2.88167
C  0.03084  3.15461  -4.14942
C  0.39863  4.45594  -4.44890
C  1.05746  5.23317  -3.50492
C  1.33975  4.71933  -2.24619
C  0.96689  3.42255  -1.93122
H  4.29599  -1.49590  -2.93109
H  3.90231  -2.13944  -5.28116
H  1.88596  -1.34284  -6.46827
H  0.18174  -0.04032  -5.26694
H  -2.43858  2.28028  -3.63501
H  -4.36032  1.35885  -4.86064
H  -4.57880  -1.08007  -5.18367
H  -2.87245  -2.62025  -4.26974
H  -0.95870  -1.72001  -3.00258
H  -0.43780  2.54635  -4.91158
H  0.19326  4.85312  -5.43381
H  1.37088  6.23670  -3.75948
H  1.86154  5.32813  -1.52006
H  1.19559  3.01387  -0.95299

Atoms 1-2, force components in eV/Å:
-0.467 -0.234 1.408
-0.104 -0.054 -0.554

Record 5
Formula: C26H36BCuN6O4S5
Source: the Open Molecules 2025 dataset
Level of theory: ωB97M-V with the def2-TZVPD basis set

Its net charge is -2. The frontier orbital gap comes out at 0.179 hartree. Its total energy is -5298.226270 Eh. Its energy above the lowest of the compared OMol25 structures with the same formula, charge and spin is 0.0 kcal/mol. The HOMO energy is -1.00 eV. Its lowest unoccupied orbital energy is 3.87 eV. Its multiplicity is 1.

Cartesian coordinates (Å):
Cu  12.42119  8.72775  8.71476
C  11.27243  12.55210  10.57256
N  12.72204  12.41288  10.63485
C  13.61626  13.46258  10.75490
C  14.86056  12.90753  10.85591
N  14.69149  11.53535  10.73360
B  15.93830  10.61103  10.58806
N  15.60346  9.19529  10.01025
C  15.89934  7.99151  10.59315
C  15.67207  6.96778  9.73784
N  15.24226  7.55875  8.56237
C  15.11301  6.89034  7.26600
C  15.12856  8.90649  8.78463
S  14.45795  9.95783  7.62832
C  13.38069  11.22807  10.65378
S  12.53177  9.68529  10.65855
H  11.06681  13.55235  10.87603
H  10.80043  11.87729  11.27886
H  10.86346  12.31623  9.56777
H  13.37060  14.47718  10.74900
H  15.85751  13.36590  10.90254
H  16.73043  11.22576  9.87807
H  16.46192  10.53202  11.70322
H  16.07942  7.89598  11.63254
H  15.65484  5.86756  9.88883
H  15.78873  7.33047  6.52701
H  14.06538  6.93029  6.90514
H  15.33852  5.86148  7.36173
C  15.32594  14.05128  7.60279
C  14.56300  14.96899  6.65516
N  13.13562  15.01761  6.83984
C  12.50089  16.24182  7.27489
C  12.25433  16.32476  8.78519
C  12.35752  14.04078  6.19498
C  10.85204  14.04024  6.30715
N  12.84450  13.03526  5.60656
H  16.36989  13.96517  7.27755
H  14.91587  13.06456  7.63146
H  15.28263  14.42288  8.63508
H  14.76496  14.69781  5.58443
H  14.95310  15.96056  6.76792
H  11.53845  16.33570  6.79279
H  13.13817  17.08156  6.95035
H  11.44984  15.74612  9.21406
H  12.13469  17.37614  9.09792
H  13.14722  15.96396  9.31286
H  10.36392  14.84849  5.69615
H  10.52190  14.22598  7.35686
H  10.44411  13.04674  6.06128
H  13.85283  13.09893  5.60856
O  11.32770  7.46332  7.68884
S  11.51334  6.00210  7.34957
O  12.81144  5.54685  7.84563
O  10.32200  5.29111  7.83553
S  11.51138  5.71675  5.37466
O  9.55796  11.15088  7.55242
S  9.39423  9.86404  8.31580
C  8.42271  10.51989  9.72817
C  7.87604  9.73601  10.74752
C  7.29099  10.26769  11.83940
C  7.22946  11.66721  11.94162
C  7.73244  12.49017  10.94740
C  8.34828  11.90621  9.83690
C  8.13965  8.86798  7.45794
C  8.33696  7.53778  7.13599
C  7.35407  6.85062  6.36438
C  6.26256  7.56795  5.94100
C  6.05037  8.90279  6.31806
C  6.97798  9.54154  7.08738
H  7.89637  8.69181  10.62158
H  6.81160  9.60906  12.55535
H  6.72805  12.12335  12.81344
H  7.64691  13.56265  11.05504
H  8.75842  12.52113  9.01389
H  9.23119  7.03213  7.55575
H  7.54947  5.81503  6.08208
H  5.58736  7.13140  5.23305
H  5.13014  9.41372  5.97654
H  6.84389  10.56842  7.44968

Atoms 1-2, force components in eV/Å:
-0.003 -0.132 -0.762
0.358 -0.727 -0.542

Record 6
Formula: C2H5OP
Source: the Open Molecules 2025 dataset
Level of theory: ωB97M-V with the def2-TZVPD basis set

Its net charge is 0. The frontier orbital gap (alpha / beta) comes out at 0.374 / 0.244 hartree. Its total energy is -495.543316 Eh. Its energy above the lowest of the compared OMol25 structures with the same formula, charge and spin is 148.9 kcal/mol. The HOMO energy (alpha / beta) is -9.59 / -7.09 eV. Its lowest unoccupied orbital energy (alpha / beta) is 0.59 / -0.45 eV. Its multiplicity is 1.

Cartesian coordinates (Å):
C  -0.04918  0.86359  1.26039
C  -0.11960  -0.12445  0.21019
O  -1.21220  0.19913  0.83081
P  0.35072  -1.72526  -0.54660
H  0.33227  0.60668  2.27304
H  0.00354  1.98020  0.90209
H  0.10028  1.31246  -1.89704
H  1.22475  -1.18975  -1.58478
H  -0.63058  -1.92261  -1.44810

Atoms 1-2, force components in eV/Å:
1.786 2.462 0.142
1.662 -0.377 -3.076

Record 7
Formula: C4H12F2O2S2Tl
Source: the Open Molecules 2025 dataset
Level of theory: ωB97M-V with the def2-TZVPD basis set

Its net charge is +1. The frontier orbital gap comes out at 0.131 hartree. Its total energy is -1478.078852 Eh. The HOMO energy is -13.22 eV. Its lowest unoccupied orbital energy is -9.67 eV. Its multiplicity is 1.

Cartesian coordinates (Å):
Tl  -0.97264  3.19833  0.40945
F  -1.93020  5.13578  -1.55267
F  -1.52835  1.70798  -1.90255
C  3.16873  -0.57636  -0.33126
S  2.46807  0.83465  0.69870
O  1.20719  1.40742  0.06680
C  2.04326  -0.07745  2.26232
H  2.59736  -1.48159  -0.12585
H  4.20596  -0.66830  -0.00907
H  3.16859  -0.26844  -1.37686
H  1.28259  -0.83555  2.07589
H  1.43944  0.62861  2.83238
H  2.94957  -0.39079  2.78052
C  -0.68971  -1.18662  -1.00080
S  -1.86010  -0.91264  0.42962
O  -1.71767  0.49633  0.96058
C  -3.40122  -0.80004  -0.53105
H  0.29389  -1.09794  -0.53951
H  -0.88860  -0.58914  -1.89050
H  -0.83773  -2.18668  -1.40829
H  -3.26666  -0.03131  -1.29200
H  -4.07522  -0.48737  0.26649
H  -3.65657  -1.81890  -0.82232

Atoms 1-2, force components in eV/Å:
-0.638 -0.796 -2.984
0.621 -1.121 1.363

- Which value of multiplicity does entry 7 give?
  1

- Which value of total energy does entry 3 give?
  -2126.230615 Eh